Record 1
# C45H48BF9NO5PS

A 3-piece molecular cluster, C45H48BF9NO5PS overall in a non-equilibrium geometry (wB97M-V/def2-TZVPD, the OMol25 dataset).

Multiplicity: 1
Net charge: 0
ΔE to the lowest compared entry with this formula, charge and spin (eV): 0.000
HOMO-LUMO gap (eV): 8.4686

```
111
Properties=species:S:1:pos:R:3:forces:R:3
H 0.004227 -3.717071 -5.114848 0.235 0.220 -0.239
H 9.047313 -2.485848 2.571498 0.150 0.004 0.055
C -1.068421 -0.152986 -2.747979 0.725 -0.109 0.080
C -7.624170 3.426190 5.941362 0.007 0.004 -0.010
O -3.114434 -1.337787 -4.152908 0.568 -0.550 0.243
H -3.354090 3.862444 -1.542015 0.016 0.037 -0.109
C 1.136528 -1.176766 -2.775866 -0.030 0.089 0.081
C -0.243547 -1.282261 -2.951319 0.117 -0.225 -0.223
C 5.783175 3.742118 -2.068205 0.639 0.071 0.502
C 5.895188 -1.445633 1.627498 0.172 -0.088 -0.573
H -7.065011 1.360989 5.776876 0.012 -0.007 -0.007
C -7.243378 4.741284 5.710479 -0.003 0.003 -0.004
C -6.771126 2.386823 5.597044 -0.029 -0.007 0.021
H -2.149254 -0.649048 1.956916 0.093 -0.156 0.216
C -7.563111 -2.411116 2.735568 0.020 0.002 0.001
H -2.666224 -1.075111 -4.964954 -0.149 0.010 -0.178
O -3.520898 -0.959593 -1.742205 0.450 -0.402 0.014
F 6.989153 6.052636 -0.134731 0.181 0.637 -0.305
C 0.924259 1.115150 -2.177054 -0.103 -0.253 0.018
H -1.066639 -2.339889 -5.494779 0.263 -0.004 -0.418
H -8.863962 0.263900 4.351789 -0.018 0.005 -0.012
P -2.842948 -0.263329 -3.000012 -1.025 1.235 -0.037
C 3.280905 -2.315809 -1.655258 -0.297 0.159 -0.232
H -6.483934 -2.326592 0.882774 -0.004 0.006 -0.009
C 3.463515 -5.760538 -0.002012 0.091 -0.015 -0.379
C 5.452396 4.330823 -0.669810 -0.141 0.516 -0.299
C -7.788648 0.347055 2.497838 0.012 0.006 0.017
H 2.219812 -6.927623 -0.920918 -0.125 -0.128 0.012
H -4.984780 3.758431 0.258417 -0.147 0.046 0.161
H 8.316776 -0.911607 2.746609 -0.058 0.192 -0.050
C -7.005830 -1.760000 1.643569 0.010 -0.010 0.011
H -7.879431 1.422148 2.405079 0.014 0.005 0.015
C -4.168062 3.054124 0.259553 0.576 -0.256 -0.226
C 7.052542 -2.437707 1.792894 0.367 0.139 0.132
F 7.332752 2.151117 -2.809809 0.189 0.008 -0.095
H -2.681307 0.539365 3.193514 0.170 -0.168 0.189
C 6.187564 2.231107 -2.088774 0.217 -0.442 -0.637
C 3.323647 -4.801392 -1.176321 0.088 0.285 0.442
H -6.679174 0.125649 0.673759 0.001 -0.004 0.000
F 4.749576 3.960147 -2.885832 -0.533 -0.149 -0.186
H -2.944546 -1.617417 -1.327163 -0.153 -0.061 0.029
C -6.009323 5.016694 5.137729 -0.007 -0.006 -0.006
S 2.195682 -2.577309 -3.038847 0.048 -0.027 -0.071
H 2.281744 -4.775484 -1.497822 -0.097 -0.150 -0.183
H 4.520927 -5.877081 0.219119 0.076 -0.126 0.218
N 3.158880 0.029879 -2.272912 -0.402 0.468 0.592
H -4.197499 4.190230 4.337550 -0.001 -0.005 -0.009
C 5.186155 1.306210 -2.725711 -0.838 0.411 -0.178
H -4.878334 1.850217 4.744311 -0.005 -0.008 0.005
H 7.170918 -3.016394 0.880538 -0.077 -0.096 -0.149
C 6.693582 4.805579 0.149179 -0.384 -0.364 0.164
H 5.001822 -3.863238 0.813236 -0.082 -0.274 -0.006
H 6.320064 -0.468205 1.403275 0.029 0.168 0.096
F 6.387380 4.732430 1.435864 -0.107 -0.009 0.546
O -1.061055 -3.596837 -2.332170 0.153 -0.513 -0.451
C -8.343082 -0.304368 3.591625 0.002 -0.002 -0.002
C -2.903632 0.080494 2.233708 -0.192 0.621 -0.634
F 4.718285 3.489999 0.061271 -0.154 -0.456 0.209
C -2.092186 -4.232720 -5.015182 0.321 0.436 -0.059
H -8.660598 -2.189176 4.565573 -0.009 -0.003 -0.005
C 4.591341 -3.088612 0.187139 0.148 0.588 0.012
H 6.869813 -3.164902 2.580867 -0.282 -0.013 0.108
C -2.063380 1.237479 0.136845 -0.194 0.263 0.019
C -7.117681 -0.381019 1.524915 0.042 0.031 -0.045
H -1.783342 2.615602 -2.895820 -0.086 0.205 -0.062
F 7.752079 4.051057 -0.071232 0.519 -0.395 -0.117
C -5.158060 3.976628 4.789232 0.001 0.009 -0.009
O 2.985222 -7.051046 -0.353383 0.072 0.117 0.070
C 1.750537 0.018811 -2.402234 -0.422 -0.241 -0.235
O -3.489184 1.017146 -3.303996 0.291 0.027 0.006
C -4.043610 2.070849 1.235901 0.021 0.410 -0.466
H -2.688539 -3.990931 -5.888772 -0.047 -0.187 -0.191
C -1.219264 2.326491 -2.015431 -0.156 -0.508 0.288
H 3.933523 -5.207294 -1.981751 -0.095 0.028 -0.296
C -0.930054 -3.212211 -4.866083 -0.745 -0.235 0.964
C 3.648470 -0.987398 -1.401961 0.209 -0.711 0.095
B -0.773890 -2.736472 -3.375308 0.020 0.343 0.087
H 3.215973 2.086119 -2.657466 -0.338 -0.083 -0.123
H 3.791988 1.677311 -1.071353 -0.084 -0.099 0.133
C -3.235626 3.117750 -0.767743 -0.019 -0.108 0.074
H -5.710887 6.042185 4.961825 -0.003 0.002 -0.007
C 8.399962 -1.762789 2.076820 0.028 -0.643 0.246
H -1.259729 0.513132 0.090419 0.067 -0.067 0.030
C -5.540430 2.662330 5.018607 0.043 -0.019 -0.031
H 5.083843 1.633109 -3.757695 0.116 -0.021 -0.155
H -2.759791 -4.215058 -4.160193 -0.057 -0.027 0.107
C -8.229563 -1.682511 3.711385 -0.002 0.000 0.008
H -3.879586 -0.392534 2.302146 -0.038 -0.270 0.147
F 4.698269 5.422796 -0.876633 -0.176 0.285 -0.062
C -2.990084 1.162498 1.172714 -0.198 -0.236 0.454
H 1.355176 2.043085 -1.841941 -0.017 0.168 0.062
H 4.785545 0.259969 -0.065309 0.045 0.086 -0.043
H 5.572588 0.295031 -2.771882 0.295 -0.087 0.350
H -7.478049 -3.486510 2.826341 0.003 -0.001 0.003
H 8.912907 -1.493727 1.159382 -0.068 0.386 -0.118
H -4.792745 2.039230 2.015382 0.053 -0.252 0.191
H -1.681699 -5.230867 -5.107212 -0.146 -0.223 -0.090
H 2.961454 -5.375290 0.887266 -0.095 0.023 0.081
C -2.178963 2.210184 -0.848881 -0.412 0.165 0.007
C 3.733975 -3.378286 -0.874124 0.178 0.023 0.227
C 3.769946 1.340285 -2.107790 0.756 -0.119 -0.210
H -0.506082 3.104297 -1.754998 0.182 0.135 -0.220
C 4.973895 -1.778649 0.476907 -0.425 -0.140 -0.222
H 5.320996 -1.330506 2.544782 -0.032 -0.066 0.152
C -0.463123 1.054659 -2.331254 0.250 0.102 -0.020
H -8.586272 3.211691 6.389169 0.000 0.003 0.006
H -0.312342 -3.682427 -1.732372 -0.225 0.356 0.394
F 6.509940 1.828798 -0.838566 -0.058 -0.015 0.429
H -7.909321 5.552081 5.976723 0.002 0.002 0.007
F 6.802051 4.485463 -2.534497 0.222 0.192 -0.151
C 4.485671 -0.744322 -0.319488 0.010 0.104 0.032
```
Positions in Å, forces in eV/Å.


Record 2
# C45H49N12O6RuS

C45H49N12O6RuS as an isolated structure (wB97M-V/def2-TZVPD, the OMol25 dataset).

Multiplicity: 6
Net charge: 0
ΔE to the lowest compared entry with this formula, charge and spin (eV): 0.396
HOMO-LUMO gap (alpha / beta) (eV): 7.3569 / 6.4846

```
114
Properties=species:S:1:pos:R:3:forces:R:3
C 3.083740 2.474963 2.435208 -0.034 0.051 0.122
O -0.565861 0.808901 -2.507579 0.233 0.050 -0.046
C -2.322493 -0.504416 1.363868 0.047 -0.068 -0.062
C 7.496595 1.109975 -3.179698 -0.014 -0.014 0.004
N -2.935725 -0.835058 2.496147 0.102 0.118 -0.074
C -1.520787 0.632329 2.933464 0.029 -0.068 0.077
C -5.457834 3.356706 -2.084387 -0.004 0.035 -0.051
H -2.292568 -2.648914 -1.778839 0.001 0.033 0.006
H -2.552092 -0.933034 0.405333 -0.012 0.008 -0.059
C 4.733699 1.192126 -0.434337 0.069 0.091 -0.026
O 3.514439 3.511770 1.645020 0.036 -0.125 -0.050
H -0.702701 -4.659856 1.626452 0.025 0.000 0.011
C 1.420261 -0.903383 2.462218 -0.050 -0.020 -0.099
N 4.299393 -0.195991 -0.398562 -0.062 -0.125 0.072
O -0.319082 -1.598144 -0.870525 -0.255 0.455 -0.179
O -2.201405 0.853577 -1.046048 -0.166 -0.138 0.153
H 5.829298 -0.134515 -2.626701 -0.016 -0.007 -0.004
H -3.084082 5.314992 0.634706 0.004 0.035 -0.040
H -4.122492 -6.268868 -0.396525 -0.024 -0.019 0.001
C -2.342185 -3.475682 -1.082771 0.036 -0.002 -0.030
H 4.731111 1.579817 0.585471 0.042 -0.013 -0.054
N 0.168582 -2.316642 1.255832 0.009 -0.085 -0.020
H 7.313963 -5.558035 0.968247 0.010 -0.013 0.016
C -5.857178 4.201780 -3.118765 0.010 -0.001 0.042
H 6.663989 -5.596886 -0.669030 -0.004 -0.020 -0.027
H -7.133696 -4.195214 0.301486 -0.011 -0.023 -0.002
H 5.728846 -3.728658 1.574868 0.001 0.010 0.010
C 4.852625 -3.490678 -0.374647 -0.027 -0.016 0.048
C -3.324807 -4.447202 -1.197490 -0.010 -0.024 -0.004
H -5.400540 -4.011664 2.040235 0.005 -0.034 0.026
C -1.278078 3.450044 0.197084 0.001 -0.031 0.063
S 2.241602 0.200769 -2.093046 -0.117 0.022 -0.018
N -1.416728 0.427583 1.595217 -0.067 0.155 -0.043
C 2.639334 4.061866 0.669166 -0.048 0.039 0.066
H -4.726608 0.061524 0.924033 0.004 0.025 0.010
H -2.510550 0.914193 -3.054627 0.067 0.028 0.068
C -3.907717 -1.889546 2.708512 -0.014 -0.071 0.080
H 2.830531 -3.648651 0.373023 0.020 0.003 0.016
Ru 0.204023 0.496397 -0.328634 0.700 -0.390 0.067
C -6.609824 -3.259552 0.440146 0.007 0.031 0.001
C 5.535173 -4.341688 0.689170 -0.002 0.006 -0.025
H -4.136612 3.072856 -0.426829 0.013 -0.020 0.015
N -7.009767 1.500055 -2.641663 0.073 0.078 -0.007
C -2.751210 5.391139 -0.402248 -0.008 0.047 0.049
O -5.657199 1.244609 -0.930035 -0.105 -0.022 -0.089
C -4.955968 -1.957594 1.621758 -0.003 -0.094 0.001
N -0.260791 2.821317 -0.356055 -0.175 -0.017 -0.165
C -5.641256 -3.152424 1.427219 0.017 0.038 -0.023
C 2.562850 0.367781 4.184022 0.033 0.087 0.008
H 6.840482 0.743641 -0.511393 0.026 -0.010 0.009
H 3.137626 4.957384 0.301871 -0.012 0.004 0.007
C -3.850926 4.991621 -1.353214 -0.047 0.023 -0.028
H 5.373597 1.486581 -3.086026 -0.011 0.011 -0.008
H 3.620285 1.514167 5.651859 -0.001 0.001 0.014
C 3.262865 1.461324 4.633143 -0.020 -0.037 -0.001
H 4.801379 -0.801940 0.233033 -0.020 0.013 -0.014
N -2.434801 -0.105937 3.518264 0.023 -0.011 0.157
H 2.047216 -2.255390 -1.245006 0.028 0.023 0.036
C 3.556043 -2.868878 0.138134 -0.025 -0.021 0.049
H -5.549475 6.091566 -4.066972 -0.007 0.019 -0.025
C 2.327682 1.366483 1.945969 0.119 -0.060 0.118
C -1.398139 -3.550866 -0.063293 0.009 -0.007 0.038
C -1.784012 0.859887 -2.222764 -0.177 0.012 -0.205
H 6.417441 2.375129 -0.983656 0.000 0.021 0.010
H -7.617152 -2.259110 -1.182275 -0.017 -0.005 -0.022
C 6.838325 -4.955300 0.195415 -0.017 0.004 0.011
H -3.378731 -2.845178 2.755533 -0.028 0.025 0.042
H -3.762073 6.788326 -2.512570 0.015 0.026 -0.004
H 3.728013 -2.331696 1.079989 0.000 0.004 -0.015
C -5.247592 -0.877057 0.806597 -0.055 0.018 0.005
C -6.192986 -0.994173 -0.205586 -0.038 -0.040 -0.021
H -2.421285 6.412842 -0.586701 -0.008 -0.042 0.001
C -6.082637 2.046887 -1.933258 -0.010 0.039 -0.027
H -0.898796 1.321903 3.479034 0.005 0.046 0.034
C -2.408791 -5.593881 0.705997 -0.009 -0.027 0.007
O 1.961896 1.304842 0.704493 -0.330 0.156 -0.094
H 4.086700 3.373157 4.056274 0.017 0.035 0.011
N 2.920845 -1.981365 -0.816541 -0.073 0.034 -0.038
C -0.431939 -2.425887 0.098718 0.134 -0.103 0.233
H -4.064109 -4.374288 -1.983998 -0.016 -0.003 -0.021
C -4.457997 3.751774 -1.207068 0.009 0.002 -0.021
H 8.258083 0.522853 -2.663139 0.023 -0.016 0.015
H 4.852469 -5.133618 1.010058 -0.015 -0.005 0.010
H -2.429769 -6.425666 1.398396 -0.001 -0.015 0.009
C 3.233786 -0.695744 -1.016743 0.018 0.010 -0.040
H -1.793461 3.154229 1.094695 -0.033 -0.033 0.021
H -4.352995 -1.698697 3.686218 0.010 0.005 -0.055
C 2.096095 0.306297 2.861851 0.014 0.004 -0.043
H 3.982458 1.742180 -0.998046 0.043 -0.015 0.043
H 2.454637 3.364439 -0.143104 0.002 0.019 -0.010
C -4.245497 5.828292 -2.385954 -0.015 -0.005 0.042
H 7.544459 -4.180244 -0.105678 0.023 0.022 -0.009
C 6.106676 1.330784 -1.075651 -0.032 -0.004 -0.026
H 5.537430 -2.707741 -0.716574 0.002 0.014 0.002
C -0.009517 3.551663 -1.474716 0.009 0.100 0.030
C 3.518366 2.506936 3.744314 -0.020 -0.013 -0.065
N -7.225879 0.243387 -2.097906 0.025 -0.055 0.086
C -3.359558 -5.507001 -0.304315 0.004 -0.019 -0.006
C -6.887033 -2.185270 -0.388884 0.044 0.015 0.020
N -0.799674 4.585805 -1.620557 0.021 0.095 -0.090
H 1.683125 4.342291 1.122247 -0.005 -0.028 -0.019
H -6.633706 3.876378 -3.795935 -0.029 -0.009 -0.021
H 2.361472 -0.467579 4.843217 -0.001 -0.028 0.027
N 0.848915 -1.108718 1.331459 -0.062 -0.055 -0.007
H 0.758557 3.294347 -2.183320 0.028 -0.008 -0.036
H 4.627007 -4.099485 -1.253853 0.002 0.000 -0.017
C -6.414542 0.135103 -1.102925 -0.029 -0.059 0.012
C -5.249307 5.434519 -3.263006 0.003 -0.014 0.004
H 1.356559 -1.703715 3.203336 -0.010 0.024 -0.030
H 7.802515 2.156264 -3.136394 0.010 0.034 0.001
C -1.434005 -4.618046 0.831336 -0.035 0.041 0.034
C 6.128511 0.913787 -2.541303 0.018 0.006 0.015
H 7.495493 0.806298 -4.225904 0.003 -0.009 -0.031
N -1.602840 4.514331 -0.536085 0.151 -0.135 0.061
```
Positions in Å, forces in eV/Å.